No. 1
Molecular formula: C5H14SSi
Method: DFT, the ωB97M-V functional and the def2-TZVPD basis

The geometry in XYZ format:
```
21
C5H14SSi | the OMol25 dataset | the ωB97M-V functional and the def2-TZVPD basis
C 2.9189 1.0107 0.6332
C -0.2465 -0.0370 -1.6768
C -2.0253 -1.5733 0.0381
C -1.2132 1.2595 1.0096
C 0.9705 -1.1137 1.0349
Si -0.5631 -0.3128 0.2029
S 1.9629 -2.2771 0.1716
H 2.2668 0.9573 -0.1814
H 3.9095 0.4523 0.7263
H 2.8571 1.7286 1.3488
H -0.1015 -0.7290 -2.4074
H -1.0327 0.6526 -1.8730
H 0.6754 0.5142 -1.6974
H -2.8336 -1.2772 0.7559
H -2.5224 -1.5765 -0.9614
H -1.5181 -2.5162 0.2044
H -1.5168 1.1486 2.0586
H -0.5975 2.1898 1.0534
H -2.0471 1.4452 0.3088
H 1.2426 -1.0570 2.1023
H 1.3876 -1.9833 -0.9645
```

ΔE to the lowest compared entry with this formula, charge and spin, kcal/mol: 96.7
HOMO-LUMO gap (alpha / beta), eV: 8.568 / 7.733

These are the Mulliken partial charges, in e, on atoms 1 to 4:
1 C -0.82
2 C -1.42
3 C -1.06
4 C -0.96



No. 2
Molecular formula: H4NO2PS
Method: DFT, the ωB97M-V functional and the def2-TZVPD basis

The geometry in XYZ format:
```
9
H4NO2PS | the OMol25 dataset | the ωB97M-V functional and the def2-TZVPD basis
N -0.9809 -1.1973 0.5086
S -1.1472 0.4575 -0.0492
O -1.9379 1.1203 0.9177
O -1.4829 0.3336 -1.4247
P 1.0410 1.0599 0.1182
H -1.0652 -1.1415 1.5540
H -0.1182 -1.5832 0.0979
H 0.9124 2.1830 -0.8966
H 1.3898 0.1436 -0.9412
```

ΔE to the lowest compared entry with this formula, charge and spin, kcal/mol: 93.4
HOMO-LUMO gap, eV: 10.477

These are the Mulliken partial charges, in e, on atoms 1 to 4:
1 N -0.56
2 S 0.94
3 O -0.56
4 O -0.52



No. 3
Molecular formula: C57H127N5O9
Method: DFT, the ωB97M-V functional and the def2-TZVPD basis

The geometry in XYZ format:
```
198
C57H127N5O9 | the OMol25 dataset | the ωB97M-V functional and the def2-TZVPD basis
C -2.0775 -5.7724 -0.8955
C -0.6956 -6.0919 -1.4534
C -0.3786 -7.6413 -1.1899
C -0.6480 -5.8237 -2.9752
C -0.6299 -4.3608 -3.3653
C 0.6498 -3.7272 -2.6262
C 0.6195 -3.9072 -1.1525
C 2.0541 -3.5291 -0.6245
C -0.4142 -2.9368 -0.5423
N 0.4285 -5.3337 -0.8425
O 0.2108 -5.4138 0.5119
H -2.7593 -6.5920 -1.2155
H -2.2038 -5.8152 0.1961
H -2.5119 -4.8696 -1.2540
H -0.9692 -8.2681 -1.8628
H 0.6717 -7.9300 -1.2494
H -0.7002 -7.8045 -0.1600
H 0.2303 -6.3029 -3.4514
H -1.4424 -6.3671 -3.4329
H -0.5169 -4.3018 -4.4551
H -1.5454 -3.8121 -3.1072
H 0.7649 -2.6732 -2.8299
H 1.5413 -4.1772 -3.1328
H 1.9634 -3.3647 0.4624
H 2.2896 -2.4876 -1.0011
H 2.7430 -4.3094 -0.8288
H -1.3237 -3.0141 -1.1491
H -0.0948 -1.9252 -0.5710
H -0.5989 -3.2053 0.5351
H 1.0352 -5.8217 0.8240
C -3.5269 1.3796 0.2256
C -3.0699 2.4034 1.2715
C -1.9776 3.3303 0.7134
C -4.2106 3.2772 1.7945
C -5.1823 2.5260 2.7266
C -4.4561 1.8877 3.8858
C -3.2337 1.0537 3.4590
C -2.2663 0.8091 4.6264
C -3.7781 -0.3062 3.0064
N -2.4819 1.8544 2.4760
O -1.3116 1.1158 2.0577
H -4.1993 0.6422 0.6623
H -4.0271 1.7892 -0.6585
H -2.6720 0.7898 -0.1377
H -1.7626 3.9893 1.5072
H -1.0041 2.8410 0.4339
H -2.3631 3.9635 -0.1123
H -3.6944 4.0678 2.3802
H -4.7858 3.7008 0.9767
H -5.9621 3.2627 3.1477
H -5.7057 1.8390 2.0370
H -5.1237 1.2167 4.4408
H -4.1809 2.7289 4.5858
H -1.3482 0.3181 4.2482
H -2.7187 0.0299 5.2524
H -2.1283 1.7716 5.1627
H -4.0484 -0.8077 3.9370
H -3.0874 -1.0077 2.4270
H -4.6376 -0.2168 2.3369
H -1.5298 0.1778 2.0790
C 3.0360 4.4042 -2.9917
C 2.3450 5.7429 -2.8179
C 3.1135 6.7670 -3.6999
C 0.8579 5.7331 -3.1467
C 0.0203 5.0390 -2.0825
C 0.1577 5.7780 -0.7806
C 1.6265 5.6747 -0.2981
C 1.7839 6.5671 0.9767
C 1.9851 4.1592 0.0399
N 2.5002 6.2523 -1.3782
O 3.8972 6.1126 -1.0035
H 3.5313 4.3114 -3.9296
H 3.8724 4.4246 -2.3154
H 2.4185 3.5065 -2.7250
H 4.1624 6.6374 -3.4545
H 2.9285 6.5690 -4.7441
H 2.8843 7.7865 -3.4494
H 0.5398 6.7461 -3.3876
H 0.8424 5.0928 -4.0546
H -0.9999 5.1675 -2.5020
H 0.2010 3.9778 -2.1580
H -0.5845 5.3689 -0.0354
H -0.0372 6.8011 -1.0068
H 2.7383 6.4126 1.4813
H 1.0628 6.3102 1.7744
H 1.6488 7.5968 0.7224
H 1.3177 3.9417 0.8479
H 3.0033 4.0502 0.4362
H 1.8812 3.4827 -0.7921
H 4.1725 7.0349 -0.9247
C -1.1266 -5.8956 4.3617
C -1.7367 -4.5718 4.7604
C -3.2530 -4.6647 4.7671
C -1.2990 -4.1142 6.2378
C 0.1454 -3.7749 6.3088
C 0.3992 -2.6199 5.3694
C 0.1220 -2.9703 3.8946
C 0.2955 -1.7469 2.9932
C 1.2512 -3.9026 3.3718
N -1.2653 -3.4914 3.8535
O -1.6628 -3.8531 2.5149
H -1.5046 -6.6049 5.1249
H -1.5008 -6.2389 3.3612
H -0.0611 -5.9168 4.4473
H -3.5345 -5.3411 5.5685
H -3.6761 -3.6817 4.9294
H -3.6440 -4.9806 3.8073
H -1.8737 -3.2047 6.4490
H -1.5880 -4.8754 6.9917
H 0.3695 -3.5827 7.3559
H 0.7899 -4.6100 5.9278
H 1.3765 -2.2251 5.4587
H -0.3111 -1.7744 5.5706
H -0.4935 -1.0216 3.2986
H 0.1485 -1.9410 1.9173
H 1.3011 -1.2510 3.2150
H 1.0065 -4.2844 2.3714
H 1.6160 -4.6831 4.0626
H 2.1501 -3.3372 3.1674
H -1.2254 -4.6345 2.1716
C -0.5691 1.7529 -5.2869
C -1.9843 1.5057 -4.6370
C -1.9985 0.1744 -3.8371
C -2.2197 2.6778 -3.7051
C -3.6838 2.9131 -3.4000
C -4.6739 2.9926 -4.5954
C -4.5172 1.7253 -5.4542
C -5.0778 0.4404 -4.6916
C -5.1975 1.9523 -6.8241
N -2.9946 1.5867 -5.6800
O -2.7164 0.4650 -6.5865
H -0.7415 2.4441 -6.1067
H 0.0799 2.3142 -4.5692
H 0.0563 0.8683 -5.5338
H -2.4531 -0.5686 -4.4430
H -0.9730 -0.1723 -3.5691
H -2.5706 0.3418 -2.9071
H -1.6302 2.4989 -2.7763
H -1.7791 3.6320 -4.1296
H -4.0729 2.1309 -2.7165
H -3.6424 3.8973 -2.8263
H -4.4299 3.8533 -5.2140
H -5.6686 3.1596 -4.2303
H -4.5855 0.4164 -3.7298
H -4.7838 -0.4447 -5.2502
H -6.1808 0.5334 -4.6437
H -4.6548 2.7635 -7.3524
H -6.1941 2.2057 -6.6253
H -5.2110 1.0315 -7.3855
H -2.3833 1.0298 -7.3375
C 4.6152 -0.9251 -4.5914
C 4.3674 -1.8644 -3.4375
C 4.6570 -3.3038 -3.8108
O 5.0627 -1.3764 -2.2735
H 4.3789 0.1747 -4.4776
H 4.0880 -1.3485 -5.4607
H 5.6337 -1.0310 -4.8720
H 3.3111 -1.7168 -3.0891
H 4.5155 -3.8884 -2.8830
H 5.6823 -3.4122 -4.2442
H 3.9763 -3.6610 -4.5579
H 6.0008 -1.4742 -2.3044
C 5.9838 -1.3003 1.8422
C 4.6962 -1.6201 2.6255
C 4.8411 -1.6733 4.1696
O 3.7586 -0.5929 2.3627
H 6.7847 -1.9707 2.1988
H 6.2819 -0.2312 1.9185
H 5.7986 -1.5293 0.7871
H 4.4154 -2.6137 2.2542
H 5.6348 -2.3646 4.3879
H 3.9889 -2.1496 4.6322
H 5.0620 -0.6913 4.6055
H 3.4202 -0.6185 1.4556
C 2.8754 3.4251 4.4004
C 2.0639 2.2437 3.9450
C 1.5776 1.3853 5.1108
O 0.9648 2.8206 3.3234
H 3.2484 4.0310 3.5067
H 3.7667 3.2051 4.9265
H 2.1600 4.1726 4.8860
H 2.5627 1.6412 3.2168
H 2.5276 1.1052 5.6179
H 0.9906 0.5543 4.7850
H 1.0092 1.9494 5.8744
H 0.2476 2.1880 3.2568
C 1.7551 0.7477 -1.9311
C 2.3488 0.7816 -0.5747
C 1.2831 0.8302 0.4834
O 3.1275 -0.4109 -0.3322
H 2.4894 0.9603 -2.7023
H 0.8683 1.3700 -1.9812
H 1.4656 -0.2707 -2.1175
H 3.0711 1.6349 -0.4787
H 0.4995 0.0937 0.3785
H 0.6887 1.8040 0.4291
H 1.7439 0.7621 1.4801
H 3.8215 -0.4653 -1.0373
```

ΔE to the lowest compared entry with this formula, charge and spin, kcal/mol: 35.0
HOMO-LUMO gap, eV: 8.806

These are the Mulliken partial charges, in e, on atoms 1 to 4:
1 C -1.49
2 C 1.81
3 C -1.84
4 C -1.65



No. 4
Molecular formula: C38H51ClHfOP4
Method: DFT, the ωB97M-V functional and the def2-TZVPD basis

The geometry in XYZ format:
```
96
C38H51ClHfOP4 | the OMol25 dataset | the ωB97M-V functional and the def2-TZVPD basis
P 1.3042 1.0645 -2.5333
C 3.0166 1.5008 -2.8104
C 3.7734 0.8763 -3.8225
H 3.3378 0.0645 -4.4054
C 5.0725 1.3116 -4.0802
H 5.6517 0.8332 -4.8685
C 5.6196 2.3632 -3.3371
H 6.6359 2.7012 -3.5421
C 4.8660 2.9865 -2.3376
H 5.2832 3.8124 -1.7638
C 3.5664 2.5621 -2.0716
H 2.9608 3.0500 -1.3066
C 0.9776 -0.5370 -3.2958
C 1.6820 -1.6589 -2.8254
H 2.4506 -1.5344 -2.0563
C 1.4027 -2.9212 -3.3478
H 1.9432 -3.7884 -2.9645
C 0.4628 -3.0565 -4.3738
H 0.2679 -4.0381 -4.8009
C -0.2131 -1.9387 -4.8659
H -0.9288 -2.0337 -5.6856
C 0.0290 -0.6761 -4.3207
H -0.4884 0.2035 -4.7142
C 0.2457 2.3264 -3.2591
C 0.6163 2.9008 -4.4932
H 1.5155 2.5538 -5.0044
C -0.1667 3.9077 -5.0563
H 0.1223 4.3397 -6.0155
C -1.3147 4.3550 -4.3925
H -1.9195 5.1489 -4.8294
C -1.6901 3.7859 -3.1719
H -2.5852 4.1193 -2.6481
C -0.9178 2.7703 -2.6072
H -1.2059 2.3191 -1.6556
Hf 0.3541 0.3074 1.7578
C -1.5590 -1.0306 1.5532
C -1.9063 -1.4166 0.3147
H -2.1615 -1.3309 2.4147
C -1.0871 -0.8524 -0.8481
O -2.0146 -0.0604 -1.6383
H -1.5413 0.3734 -2.3801
C 0.0184 -0.0396 -0.3237
H -0.6374 -1.6574 -1.4664
C 0.9254 0.8455 -0.6668
Cl 2.1900 1.7481 2.2672
P -1.4125 2.0973 2.4836
P 1.6671 -1.8959 2.2297
C -1.0318 3.1742 3.9035
H -0.0233 3.5901 3.7971
H -1.0677 2.5917 4.8313
H -1.7688 3.9880 3.9483
C -1.5551 3.2977 1.1145
H -2.2230 2.9041 0.3362
H -0.5696 3.4767 0.6658
H -1.9577 4.2465 1.4972
C -3.1553 1.6906 2.8165
H -3.2216 1.0017 3.6672
H -3.5924 1.2015 1.9374
H -3.7131 2.6104 3.0465
C 2.4945 -2.2096 3.8181
H 1.7644 -2.5725 4.5522
H 2.9287 -1.2804 4.2037
H 3.2867 -2.9576 3.6745
C 0.9050 -3.5172 1.9029
H 0.5113 -3.5479 0.8785
H 0.0689 -3.6711 2.5966
H 1.6470 -4.3184 2.0358
C 3.0672 -1.8892 1.0569
H 3.4831 -0.8767 0.9783
H 2.7311 -2.2080 0.0608
H 3.8417 -2.5759 1.4241
P -3.2564 -2.4955 -0.2362
C -3.8565 -3.4903 1.1134
C -2.5364 -3.5217 -1.5299
H -4.2464 -2.8500 1.9165
H -3.0548 -4.1332 1.5029
H -4.6696 -4.1211 0.7261
H -2.2176 -2.9070 -2.3833
H -3.2888 -4.2453 -1.8692
H -1.6670 -4.0643 -1.1319
C -4.5423 -1.4579 -0.9290
H -4.8468 -0.7107 -0.1843
H -5.4031 -2.0824 -1.2012
H -4.1452 -0.9386 -1.8102
H 1.5805 1.4595 -0.0177
C -0.1641 -0.4660 7.0619
C -1.0294 -1.1285 6.1909
C -0.9220 -0.9403 4.8041
C 0.0274 -0.0770 4.2723
C 0.8819 0.5875 5.1508
C 0.7988 0.3964 6.5374
H -0.2386 -0.6210 8.1440
H -1.7946 -1.8022 6.5768
H -1.5987 -1.4973 4.1570
H 1.6417 1.2706 4.7641
H 1.4891 0.9256 7.1959
```

HOMO-LUMO gap, eV: 7.028
Total charge: +2

These are the Mulliken partial charges, in e, on atoms 1 to 4:
1 P 1.62
2 C 0.49
3 C -0.01
4 H 0.39



So what do the calculations give for calculated total energy? Going down the list: -24121.37367, -25772.42945, -87039.71418, -93252.96384 eV.